Entry 1:
Computed, not measured: a cluster of 2 separate species, C2H3FSi in total at a distorted geometry, with ωB97M-V/def2-TZVPD.

Bonds (Å) are listed after each position.
Cartesian coordinates (Å):
1 C -0.977 -2.045 0.667  C2 1.195, H5 1.037
2 C -0.664 -0.912 0.452  C1 1.195, H6 1.090
3 F 1.226 1.970 0.513  Si4 1.706
4 Si 1.557 2.422 -1.098  F3 1.706, H7 1.468
5 H -1.638 -2.799 0.931  C1 1.037
6 H -0.262 0.057 0.157  C2 1.090
7 H 0.758 1.307 -1.621  Si4 1.468

Properties
Energy above the lowest of the compared OMol25 structures with the same formula, charge and spin (eV): 2.306
Largest force on an atom (eV/Å): 2.14
Orbital gap (eV): 8.58


Entry 2:
Computed, not measured: an isolated molecule of C20H20N4O2S at a distorted geometry, with ωB97M-V/def2-TZVPD.

Bonds (Å) are listed after each position.
Cartesian coordinates (Å):
1 N -0.554 -2.502 3.259  C2 1.355, H28 1.011, H29 1.021
2 C -1.221 -1.330 3.396  N1 1.355, O3 1.233, C4 1.558
3 O -2.008 -1.274 4.342  C2 1.233
4 C -0.985 -0.166 2.387  C2 1.558, C5 1.531, C23 1.545, C27 1.559
5 C 0.526 -0.031 2.188  C4 1.531, C6 1.437, C22 1.398
6 C 1.298 0.618 3.212  C5 1.437, C7 1.397, H30 1.087
7 C 2.683 0.707 3.057  C6 1.397, C8 1.378, H31 1.106
8 C 3.345 0.143 1.987  C7 1.378, C9 1.404, H32 1.062
9 C 2.616 -0.526 0.992  C8 1.404, S10 1.788, C22 1.410
10 S 3.511 -1.259 -0.371  C9 1.788, C11 1.762
11 C 2.483 -0.776 -1.718  S10 1.762, C12 1.405, C21 1.419
12 C 1.841 -1.667 -2.594  C11 1.405, C13 1.403, H33 1.095
13 C 1.089 -1.216 -3.689  C12 1.403, C14 1.417, H34 1.080
14 C 0.862 0.171 -3.868  C13 1.417, N15 1.404, C20 1.386
15 N 0.123 0.639 -4.967  C14 1.404, C16 1.378, C19 1.386
16 C -0.349 -0.070 -6.050  N15 1.378, N17 1.334, H35 1.074
17 N -1.080 0.678 -6.878  C16 1.334, N18 1.374
18 N -1.032 1.943 -6.342  N17 1.374, C19 1.322
19 C -0.323 1.926 -5.226  N15 1.386, N18 1.322, H36 1.077
20 C 1.437 1.033 -2.948  C14 1.386, C21 1.399, H37 1.097
21 C 2.260 0.614 -1.896  C11 1.419, C20 1.399, H38 1.079
22 C 1.215 -0.617 1.122  C5 1.398, C9 1.410, H39 1.070
23 C -1.570 1.157 2.932  C4 1.545, C24 1.558, H40 1.121, H41 1.085
24 C -3.111 1.368 2.842  C23 1.558, O25 1.412, H42 1.098, H43 1.080
25 O -3.564 1.064 1.540  C24 1.412, C26 1.425
26 C -3.237 -0.267 1.150  O25 1.425, C27 1.523, H44 1.123, H45 1.078
27 C -1.729 -0.451 1.046  C4 1.559, C26 1.523, H46 1.109, H47 1.091
28 H 0.344 -2.430 2.802  N1 1.011
29 H -0.705 -3.124 4.055  N1 1.021
30 H 0.879 1.091 4.097  C6 1.087
31 H 3.210 1.262 3.856  C7 1.106
32 H 4.404 0.174 1.917  C8 1.062
33 H 2.007 -2.734 -2.413  C12 1.095
34 H 0.615 -1.934 -4.342  C13 1.080
35 H -0.203 -1.122 -6.209  C16 1.074
36 H -0.151 2.799 -4.620  C19 1.077
37 H 1.297 2.118 -3.039  C20 1.097
38 H 2.661 1.353 -1.221  C21 1.079
39 H 0.713 -1.206 0.382  C22 1.070
40 H -1.138 2.015 2.355  C23 1.121
41 H -1.272 1.332 3.961  C23 1.085
42 H -3.638 0.761 3.591  C24 1.098
43 H -3.321 2.405 3.059  C24 1.080
44 H -3.641 -0.457 0.120  C26 1.123
45 H -3.706 -1.004 1.783  C26 1.078
46 H -1.329 0.253 0.288  C27 1.109
47 H -1.554 -1.461 0.674  C27 1.091

Properties
Energy above the lowest of the compared OMol25 structures with the same formula, charge and spin (eV): 2.258
Largest force on an atom (eV/Å): 2.62
Orbital gap (eV): 8.65
SMILES: NC(=O)C1(c2cccc(Sc3ccc(-n4cnnc4)cc3)c2)CCOCC1


Entry 3:
Computed, not measured: an isolated molecule of C6H9IN2P2 at a distorted geometry, with ωB97M-V/def2-TZVPD.

Bonds (Å) are listed after each position.
Cartesian coordinates (Å):
1 N -1.929 1.332 -1.112  P2 1.656, H12 0.964
2 P -2.356 2.524 -0.045  N1 1.656, P3 2.569, H13 1.431, H14 1.416
3 P -1.346 0.910 1.680  P2 2.569, N4 1.644, H15 1.456, H16 1.416
4 N -1.250 -0.029 0.334  P3 1.644, C5 1.384
5 C -0.001 -0.521 0.001  N4 1.384, C6 1.390, C11 1.418
6 C 0.076 -1.839 -0.435  C5 1.390, C7 1.402, H17 1.032
7 C 1.334 -2.334 -0.804  C6 1.402, C8 1.404, H18 1.122
8 C 2.485 -1.564 -0.572  C7 1.404, C9 1.410, H19 1.113
9 C 2.369 -0.286 0.015  C8 1.410, I10 2.081, C11 1.365
10 I 4.140 0.717 0.447  C9 2.081
11 C 1.145 0.292 0.188  C5 1.418, C9 1.365, H20 1.096
12 H -2.643 0.752 -1.403  N1 0.964
13 H -3.329 3.245 -0.807  P2 1.431
14 H -1.098 3.167 -0.123  P2 1.416
15 H -0.566 -0.091 2.392  P3 1.456
16 H -2.495 0.173 2.054  P3 1.416
17 H -0.764 -2.437 -0.485  C6 1.032
18 H 1.628 -3.383 -1.075  C7 1.122
19 H 3.468 -1.859 -1.004  C8 1.113
20 H 1.132 1.230 0.755  C11 1.096

Properties
Energy above the lowest of the compared OMol25 structures with the same formula, charge and spin (eV): 1.845
Largest force on an atom (eV/Å): 3.20
Orbital gap (alpha / beta) (eV): 7.19 / 7.02
SMILES: N=[PH2][PH2]=Nc1cccc(I)c1


Entry 4:
Computed, not measured: a cluster of 4 separate species, C3H13NO4 in total at a distorted geometry, with ωB97M-V/def2-TZVPD.

Bonds (Å) are listed after each position.
Cartesian coordinates (Å):
1 C -0.545 1.393 -1.579  C2 1.524, H6 1.090, H7 1.095, H8 1.083
2 C 0.426 1.669 -0.437  C1 1.524, N3 1.451, C4 1.550, H9 1.072
3 N -0.286 2.322 0.646  C2 1.451, H10 1.014, H11 1.009
4 C 0.975 0.285 -0.008  C2 1.550, O5 1.213, H12 1.097
5 O 0.668 -0.157 1.079  C4 1.213
6 H -0.886 2.325 -2.029  C1 1.090
7 H -1.499 1.064 -1.155  C1 1.095
8 H -0.158 0.652 -2.266  C1 1.083
9 H 1.221 2.346 -0.678  C2 1.072
10 H 0.154 2.176 1.548  N3 1.014
11 H -1.251 2.042 0.744  N3 1.009
12 H 1.519 -0.308 -0.754  C4 1.097
13 O -1.880 -0.218 2.825  H14 0.965, H15 0.962
14 H -1.691 0.081 1.927  O13 0.965
15 H -1.155 -0.833 2.972  O13 0.962
16 O 0.008 -2.049 -1.759  H17 0.964, H18 0.972
17 H 0.401 -2.093 -2.638  O16 0.964
18 H 0.612 -2.572 -1.204  O16 0.972
19 O 1.376 -2.871 0.647  H20 0.976, H21 0.963
20 H 1.340 -1.961 0.998  O19 0.976
21 H 0.652 -3.294 1.122  O19 0.963

Properties
Energy above the lowest of the compared OMol25 structures with the same formula, charge and spin (eV): 1.498
Largest force on an atom (eV/Å): 1.72
Orbital gap (eV): 10.23
SMILES: C[C@@H](N)C=O.O.O.O